Here is a structure of composition C35H68I3NO9P from the OMol25 dataset. Energies are from ωB97M-V/def2-TZVPD.

```
117
Properties=species:S:1:pos:R:3:lowdin_charge:R:1
C 5.91596 -1.67993 -3.75608 -0.086
C 5.50960 -1.89740 -2.26852 -0.272
C 5.93894 -0.77849 -1.30182 -0.221
C 5.00408 0.47941 -1.08949 -0.317
C 5.86783 1.66400 -1.61157 -0.063
C 3.55169 0.41164 -1.56952 -0.265
C 2.84165 1.73087 -2.07066 -0.315
P 3.51769 2.42662 -3.68261 0.961
C 4.11179 1.10403 -4.82526 -0.264
C 2.22335 3.40564 -4.58769 -0.251
C 2.39649 2.77955 -0.96185 -0.394
C 3.46881 3.78776 -0.45876 -0.173
C 4.06245 4.88494 -1.35959 -0.236
C 5.55693 5.19071 -1.01738 -0.164
C 6.29162 5.66594 -2.27455 -0.263
O 5.91070 6.99205 -2.62118 -0.061
C 1.04059 3.39294 -1.43896 -0.586
I -0.67419 3.12457 -0.08502 1.054
C 1.00465 4.92911 -1.75862 -0.770
C -0.35317 5.21628 -2.48920 -0.242
I 0.91368 6.21478 0.00896 0.906
C 2.24100 1.89272 0.32761 -0.160
C 1.57893 0.55699 0.03682 -0.393
C 0.81893 -0.02750 1.21340 -0.253
C -0.14160 -1.17283 0.82291 -0.217
C -0.87884 -1.78367 2.03691 -0.156
C -2.42768 -1.67898 1.86506 -0.173
C -3.10659 -3.06426 1.77548 -0.142
C -4.38983 -3.06489 0.92521 -0.155
O -4.19260 -3.83815 -0.28004 -0.034
C -3.50472 -3.16436 -1.23974 -0.555
C -3.96660 -1.80754 -1.74033 0.023
O -2.55774 -3.66194 -1.71699 0.143
N 2.55565 -0.34571 -0.68629 -0.329
I 3.34328 -1.83973 0.54191 1.287
H 6.64781 -0.87946 -3.86858 0.070
H 6.40315 -2.58867 -4.11305 0.075
H 5.03048 -1.53468 -4.36893 0.049
H 4.44046 -2.12720 -2.24533 0.053
H 5.99317 -2.82058 -1.94305 0.106
H 6.06998 -1.24944 -0.32434 0.058
H 6.95050 -0.49136 -1.58563 0.110
H 4.99185 0.61726 -0.00011 0.102
H 5.36421 2.60831 -1.78522 0.016
H 6.32253 1.35150 -2.55550 0.076
H 6.70464 1.78569 -0.92321 0.100
H 3.55636 -0.16136 -2.50240 0.114
H 1.89044 1.29465 -2.43888 0.105
H 3.89079 1.40543 -5.84982 0.045
H 3.60006 0.14944 -4.65644 0.029
H 5.18107 0.95933 -4.71715 0.021
H 2.38174 4.45330 -4.34201 0.024
H 2.44600 3.30586 -5.65204 0.044
H 1.19100 3.07828 -4.43826 0.038
H 3.04631 4.26510 0.43085 0.079
H 4.31001 3.21700 -0.06201 0.097
H 3.55152 5.82475 -1.12430 0.046
H 3.97143 4.76599 -2.44038 0.057
H 5.57314 6.02689 -0.31478 0.122
H 6.05476 4.33135 -0.56465 0.095
H 7.36991 5.66355 -2.12478 0.120
H 6.04306 5.01521 -3.12584 0.109
H 4.94993 7.03049 -2.71146 0.078
H 0.65210 2.94119 -2.34594 0.041
H 1.76558 5.26088 -2.45510 0.049
H -0.67219 4.38351 -3.11951 0.070
H -1.12228 5.57893 -1.81764 0.013
H -0.15212 6.04985 -3.17157 0.081
H 3.23203 1.65530 0.73468 0.123
H 1.77926 2.44340 1.14282 0.098
H 0.78702 0.76180 -0.69264 0.099
H 0.13592 0.77348 1.51363 0.075
H 1.40449 -0.23661 2.11245 0.095
H 0.36923 -1.93190 0.21871 0.070
H -0.84939 -0.70520 0.12903 0.103
H -0.53841 -1.35703 2.97925 0.111
H -0.66645 -2.85372 2.01432 0.103
H -2.71366 -1.02915 1.03526 0.094
H -2.79346 -1.19598 2.77610 0.107
H -3.40594 -3.35994 2.78104 0.119
H -2.41413 -3.80899 1.37929 0.117
H -4.79316 -2.07191 0.72450 0.113
H -5.15755 -3.60466 1.47822 0.125
H -4.17991 -1.12380 -0.91573 0.064
H -4.90004 -1.91036 -2.29614 0.098
H -3.20033 -1.35959 -2.36139 0.084
H 1.97328 -0.87651 -1.33426 0.122
C -6.95974 1.75749 6.11914 -0.062
C -5.83860 0.74881 5.98913 -0.209
O -5.15412 0.89309 4.73312 0.032
C -4.23471 1.85659 4.68752 -0.604
O -3.92504 2.59448 5.58655 0.132
O -3.71012 1.86947 3.45260 -0.007
C -2.73452 2.88934 3.24487 -0.052
H -7.63084 1.69546 5.26116 0.082
H -7.53235 1.57894 7.02902 0.083
H -6.56889 2.77477 6.15126 0.078
H -6.24540 -0.26133 5.99720 0.123
H -5.13596 0.82312 6.81885 0.124
H -1.95080 2.84571 3.99979 0.101
H -3.20529 3.87188 3.24494 0.105
H -2.29324 2.70800 2.26719 0.000
C -7.16597 -9.62848 3.85154 -0.065
C -7.73742 -8.33852 3.30217 -0.214
O -6.69377 -7.44169 2.89407 0.031
C -6.17475 -7.67660 1.68563 -0.604
O -6.50664 -8.54980 0.92585 0.128
O -5.21192 -6.77378 1.46741 -0.002
C -4.52939 -6.92957 0.21927 -0.034
H -6.45030 -9.42029 4.64849 0.081
H -7.95987 -10.26251 4.24646 0.081
H -6.63530 -10.18199 3.07654 0.077
H -8.29552 -7.81918 4.08012 0.121
H -8.42564 -8.52591 2.47813 0.123
H -5.23138 -6.95517 -0.61203 0.102
H -3.92280 -7.83506 0.23181 0.101
H -3.87863 -6.07204 0.09759 0.069
```

Summary:
- HOMO energy: -10.5 eV
- Charge: +1
- Gap between HOMO and LUMO: 0.220 hartree
- Spin multiplicity: 1
- Lowest unoccupied orbital energy: -0.1677 hartree